1) Molecular formula: C5H12O2S
Method: DFT, the ωB97M-V functional and the def2-TZVPD basis

```
20
Properties=species:S:1:pos:R:3:lowdin_charge:R:1
O -0.99781 2.58966 1.39310 0.05
C -0.69077 1.70166 0.62318 -0.27
C 0.72173 1.49758 0.16549 -0.15
C 1.27832 0.08480 0.39519 -0.22
C 0.30060 -1.06629 0.76653 -0.46
S 0.12977 -2.40848 -0.48327 0.78
C 1.33693 -2.33112 -1.82032 -0.44
H -1.53093 1.10257 0.23683 0.10
H 1.35754 2.24905 0.64306 0.12
H 0.87931 1.91553 -0.83723 0.12
H 1.96424 -0.26770 -0.37549 0.08
H 1.92468 0.11795 1.27704 0.11
H 0.66419 -1.59977 1.63685 0.06
H -0.71597 -0.70095 0.82521 0.03
H 2.34051 -2.58037 -1.46516 0.03
H 0.99673 -3.02616 -2.57762 0.03
H 1.47177 -1.29943 -2.15454 0.02
H -3.73597 0.65500 1.01902 0.03
H -3.61226 2.10239 0.36608 0.03
O -4.08262 1.26410 0.36604 -0.06
```

Its SMILES is CSCCCC=O.O. For the LUMO energy, the calculation gives 0.025 Eh. As for the net charge: 0. For the molecular weight, the calculation gives 136.22 g mol⁻¹. As for the HOMO energy: -8.58 eV. The value obtained for the HOMO-LUMO gap is 9.24 eV.

***

2) Molecular formula: C5H12O2S
Method: DFT, the ωB97M-V functional and the def2-TZVPD basis

```
20
Properties=species:S:1:pos:R:3:lowdin_charge:R:1
C 0.36975 -2.10618 -1.31353 -0.08
C 0.26706 2.35979 0.56233 -0.08
C 0.25282 -0.59582 -1.56160 -0.25
C 0.33970 0.81112 0.53847 -0.51
C -0.50420 0.17142 -0.48111 -0.72
O 1.68157 0.41466 0.40530 -0.05
O -1.49885 -0.95265 1.86694 -0.11
S -2.07525 0.48741 -0.62060 0.79
H 1.10421 -2.57320 -1.90014 0.05
H 0.44495 -2.30094 -0.25564 0.07
H -0.54526 -2.61416 -1.63106 0.08
H 0.70727 2.77283 -0.41465 0.10
H -0.78165 2.81233 0.69335 0.09
H 0.99302 2.80454 1.28372 0.08
H 1.27731 -0.15654 -1.79667 0.14
H -0.30635 -0.53156 -2.39280 0.04
H -0.04224 0.57771 1.63805 0.16
H 2.22553 0.93382 1.02771 0.11
H -2.03746 -1.80006 1.75765 0.10
H -1.87192 -0.51452 2.59430 0.01
```

Its SMILES is CCC(=S)[C@H](C)O.O. For the LUMO energy, the calculation gives 0.005 Eh. As for the net charge: 0. For the molecular weight, the calculation gives 136.22 g mol⁻¹. As for the HOMO energy: -8.25 eV. The value obtained for the HOMO-LUMO gap is 8.40 eV.

***

Energies relative to the minimum, kcal/mol: 1) 0.0; 2) 7.8

***

1) Molecular formula: CH3NOSi
Method: DFT, the ωB97M-V functional and the def2-TZVPD basis

```
7
Properties=species:S:1:pos:R:3:lowdin_charge:R:1
C -1.98626 -0.17157 0.43593 -0.09
N 0.08049 -0.85784 -0.33435 -0.26
O -1.94777 -0.17688 1.58406 -0.02
Si 1.01216 0.47736 -0.32407 0.65
H 0.24522 -1.80098 -0.49686 -0.06
H 2.19367 0.96723 0.22366 -0.14
H 0.40249 1.56268 -1.08836 -0.08
```

For the LUMO energy, the calculation gives -0.021 Eh. As for the net charge: 0. For the molecular weight, the calculation gives 73.13 g mol⁻¹. As for the HOMO energy: -9.38 eV. The value obtained for the HOMO-LUMO gap is 8.81 eV.

***

2) Molecular formula: CH3NOSi
Method: DFT, the ωB97M-V functional and the def2-TZVPD basis

```
7
Properties=species:S:1:pos:R:3:lowdin_charge:R:1
C 2.13961 -0.16232 -0.02752 -0.05
N 3.24660 -0.42833 -0.01924 0.06
O 0.21784 1.00661 -0.22394 -0.31
Si -0.99867 0.03068 -0.02742 0.45
H -0.93545 -1.17602 -0.83837 -0.06
H -1.60127 -0.42112 1.22703 -0.08
H -2.06867 1.15051 -0.09054 0.01
```

For the LUMO energy (spin up / spin down), the calculation gives -0.142 / -0.132 Eh. As for the net charge: 0. For the molecular weight, the calculation gives 73.13 g mol⁻¹. As for the HOMO energy (spin up / spin down): -11.63 / -11.55 eV. The value obtained for the HOMO-LUMO gap (spin up / spin down) is 7.78 / 7.95 eV.

***

Energies relative to the minimum, kcal/mol: 1) 0.0; 2) 77.0

***

1) Molecular formula: C2H4NO4S
Method: DFT, the ωB97M-V functional and the def2-TZVPD basis

```
12
Properties=species:S:1:pos:R:3:lowdin_charge:R:1
C 1.92417 0.64419 0.18938 -0.76
C -1.53739 -0.21709 -0.02661 -0.53
N -0.78328 -1.15228 0.37598 -0.02
O 1.61702 -0.57206 -0.18031 -0.10
O 2.99938 1.12378 -0.52213 0.03
O 1.48589 1.39384 1.06199 0.01
O -3.84959 0.81494 -0.55388 -0.76
S -3.20756 -0.34577 0.13791 0.73
H -0.97312 0.66616 -0.52727 0.14
H 0.35254 -1.05516 0.24599 0.06
H 3.18945 0.49653 -1.25633 0.10
H -1.21750 -1.79708 1.05528 0.10
```

For the LUMO energy, the calculation gives 0.130 Eh. As for the net charge: -1. For the molecular weight, the calculation gives 138.12 g mol⁻¹. As for the HOMO energy: -3.62 eV. The value obtained for the HOMO-LUMO gap is 7.15 eV.

***

2) Molecular formula: C2H4NO4S
Method: DFT, the ωB97M-V functional and the def2-TZVPD basis

```
12
Properties=species:S:1:pos:R:3:lowdin_charge:R:1
C 1.56262 -0.26853 0.32718 0.02
C -0.24164 0.14991 -0.26444 -0.29
N -0.37158 1.47028 0.04736 -0.46
O -2.72495 -0.87624 -0.43576 -0.51
O -1.13600 2.20362 -0.63442 -0.01
O 0.23053 1.97495 1.01826 -0.02
O -0.83963 -2.32873 -0.17640 -0.54
S -1.55382 -1.17691 0.34727 0.61
H 1.80844 -1.16950 -0.30461 0.05
H 1.42048 -0.51402 1.34961 0.02
H 2.00974 0.63567 0.07895 0.00
H -0.16419 -0.10050 -1.35299 0.12
```

For the LUMO energy, the calculation gives 0.137 Eh. As for the net charge: -1. For the molecular weight, the calculation gives 138.12 g mol⁻¹. As for the HOMO energy: -4.16 eV. The value obtained for the HOMO-LUMO gap is 7.88 eV.

***

Energies relative to the minimum, kcal/mol: 1) 0.0; 2) 103.2

***

1) Molecular formula: C2H2N4
Method: DFT, the ωB97M-V functional and the def2-TZVPD basis

```
8
Properties=species:S:1:pos:R:3:lowdin_charge:R:1
C -0.83562 -0.42031 -0.41366 -0.34
N -1.73235 0.31003 -0.82986 0.15
N 0.57897 1.97091 0.23105 0.20
N 1.05934 0.93665 0.39652 -0.12
C 1.20095 -0.34955 0.42207 -0.20
N 0.07237 -1.09627 0.03472 0.11
H -2.41270 -0.43683 -0.55732 0.10
H 2.09361 -0.85149 0.72091 0.10
```

For the LUMO energy, the calculation gives 0.010 Eh. As for the net charge: 0. For the molecular weight, the calculation gives 82.07 g mol⁻¹. As for the HOMO energy: -8.00 eV. The value obtained for the HOMO-LUMO gap is 8.27 eV.

***

2) Molecular formula: C2H2N4
Method: DFT, the ωB97M-V functional and the def2-TZVPD basis

```
8
Properties=species:S:1:pos:R:3:lowdin_charge:R:1
C -0.42135 0.80862 0.86653 -0.19
N 0.25444 -0.25213 1.30535 0.04
N 0.68962 -1.09948 0.40072 0.04
C 0.43654 -0.79393 -0.87155 -0.19
N -0.41559 0.14481 -1.28532 0.04
N -0.87887 0.97376 -0.37602 0.04
H -0.61503 1.59123 1.59284 0.11
H 0.95023 -1.37289 -1.63254 0.11
```

Its SMILES is c1nncnn1. For the LUMO energy, the calculation gives -0.032 Eh. As for the net charge: 0. For the molecular weight, the calculation gives 82.07 g mol⁻¹. As for the HOMO energy: -9.72 eV. The value obtained for the HOMO-LUMO gap is 8.85 eV.

***

3) Molecular formula: C2H2N4
Method: DFT, the ωB97M-V functional and the def2-TZVPD basis

```
8
Properties=species:S:1:pos:R:3:lowdin_charge:R:1
C -0.64123 1.40529 -0.04705 0.07
C 0.47919 -0.40625 1.78726 -0.05
N -0.39682 0.59559 -0.87888 -0.09
N -0.62710 -0.46593 -1.57144 -0.08
N 0.13342 0.68729 2.10804 -0.01
N 0.11274 -0.85010 -2.49381 0.12
H -0.02855 1.62721 2.22276 0.01
H -0.01101 -1.78312 -2.73525 0.03
```

For the LUMO energy, the calculation gives -0.028 Eh. As for the net charge: 0. For the molecular weight, the calculation gives 82.07 g mol⁻¹. As for the HOMO energy: -10.02 eV. The value obtained for the HOMO-LUMO gap is 9.27 eV.

***

Energies relative to the minimum, kcal/mol: 1) 34.3; 2) 0.0; 3) 79.7

***

1) Molecular formula: C3H2NO2S
Method: DFT, the ωB97M-V functional and the def2-TZVPD basis

```
9
Properties=species:S:1:pos:R:3:lowdin_charge:R:1
C -0.89780 0.40133 -0.57333 -0.75
C 1.18270 -0.46962 -0.73752 -0.58
C 1.40282 -0.37370 0.80421 -0.40
N 0.20451 0.28857 -1.27971 -0.01
O 1.92933 -1.17028 1.57618 -0.06
O 2.02375 -1.10137 -1.34112 0.04
S -1.14044 -0.39607 0.84335 0.60
H -1.62510 0.99646 -1.10458 0.04
H 1.51643 0.79152 1.00811 0.13
```

Its SMILES is O=C/C([O-])=N\C=S. For the LUMO energy, the calculation gives 0.137 Eh. As for the net charge: -1. For the molecular weight, the calculation gives 116.12 g mol⁻¹. As for the HOMO energy: -4.25 eV. The value obtained for the HOMO-LUMO gap is 7.99 eV.

***

2) Molecular formula: C3H2NO2S
Method: DFT, the ωB97M-V functional and the def2-TZVPD basis

```
9
Properties=species:S:1:pos:R:3:lowdin_charge:R:1
C -0.33119 -0.77198 -0.68661 -0.40
C 0.59408 0.27562 -0.49047 -0.18
C 1.07355 1.39199 1.66911 -0.30
N -1.26255 -1.12974 0.15012 -0.56
O 0.83364 2.44134 2.19162 0.00
O 0.50696 1.13217 0.50175 -0.02
S -2.29819 -2.29876 -0.35811 0.31
H -0.37193 -1.37775 -1.58491 0.04
H 1.25563 0.33711 -1.39251 0.11
```

For the LUMO energy (spin up / spin down), the calculation gives 0.092 / 0.120 Eh. As for the net charge: -1. For the molecular weight, the calculation gives 116.12 g mol⁻¹. As for the HOMO energy (spin up / spin down): -2.87 / -3.47 eV. The value obtained for the HOMO-LUMO gap (spin up / spin down) is 5.37 / 6.73 eV.

***

3) Molecular formula: C3H2NO2S
Method: DFT, the ωB97M-V functional and the def2-TZVPD basis

```
9
Properties=species:S:1:pos:R:3:lowdin_charge:R:1
C 0.44378 -0.78641 -0.03794 -0.21
C 1.65927 -1.36785 -0.02682 -0.71
C 1.65813 1.24382 -0.01919 -0.88
N 0.46468 0.62179 -0.04550 -0.02
O 2.20531 -2.59974 -0.03718 -0.29
O 1.83333 2.45424 -0.00180 -0.09
S 2.91084 0.00839 -0.01751 0.97
H -0.50989 -1.27973 -0.03528 0.08
H -0.38074 1.17074 -0.02612 0.13
```

Its SMILES is O=c1[nH]cc([O-])s1. For the LUMO energy, the calculation gives 0.143 Eh. As for the net charge: -1. For the molecular weight, the calculation gives 116.12 g mol⁻¹. As for the HOMO energy: -2.79 eV. The value obtained for the HOMO-LUMO gap is 6.68 eV.

***

Energies relative to the minimum, kcal/mol: 1) 13.5; 2) 92.5; 3) 0.0